(1)
This record from the Open Molecules 2025 dataset describes a molecular structure, C30H39N4O2RuSb. The level of theory is wB97M-V/def2-TZVPD.

## Properties
maximum force: 2.47 eV/Å
lowest unoccupied orbital energy (alpha / beta): -4.344 / -4.204 eV
HOMO (alpha / beta): -0.366 / -0.379 Eh
Kohn-Sham gap (alpha / beta): 5.6192 / 6.1147 eV
2S+1: 2
total charge: +1

Element x y z (Å)
Ru: 0.178609 0.141929 -1.889921
O: -3.735491 1.188329 -2.319821
C: -2.511291 1.157929 -2.236621
N: -1.752291 -0.003971 -2.137721
C: -2.254491 -1.260671 -2.182421
C: -3.603591 -1.640471 -2.201921
C: -3.946391 -2.968071 -2.080021
C: -2.961991 -3.960671 -2.027221
C: -1.625691 -3.634271 -2.091121
C: -1.236291 -2.286971 -2.128521
N: 0.021809 -1.792471 -2.070121
C: 1.177009 -2.566571 -2.082921
O: 1.201409 -3.790071 -1.999221
C: 2.368909 -1.718371 -2.147921
C: 3.647309 -2.281571 -2.048621
C: 4.750709 -1.464871 -2.029721
C: 4.560209 -0.083371 -2.192421
C: 3.281309 0.405429 -2.333721
N: 2.186009 -0.362871 -2.267921
C: -1.658491 2.345229 -2.175921
C: -2.225191 3.625029 -2.103921
C: -1.412391 4.727529 -2.014421
C: -0.021391 4.535129 -2.035721
C: 0.477509 3.255129 -2.121421
N: -0.294991 2.160729 -2.167421
H: -4.357391 -0.876171 -2.307021
H: -4.985591 -3.249971 -2.048121
H: -3.255291 -4.995371 -1.956821
H: -0.860691 -4.397171 -2.101521
H: 3.713409 -3.354371 -1.964821
H: 5.741409 -1.869071 -1.905821
H: 5.399409 0.590629 -2.223721
H: 3.123109 1.462529 -2.516321
H: -3.301091 3.693129 -2.109521
H: -1.825291 5.719229 -1.934221
H: 0.651509 5.374829 -2.000921
H: 1.548909 3.094829 -2.165121
C: 0.728309 -1.866371 3.460479
C: 0.736509 -1.893371 1.946479
C: -0.233891 -2.936971 1.423779
C: 2.136809 -2.169671 1.431179
Sb: 0.077209 0.112829 1.016879
C: -2.050991 0.561229 1.810679
C: -2.182991 0.241429 3.284379
C: -2.319591 2.030429 1.542479
C: -3.010091 -0.295071 1.001179
C: 1.584309 1.706029 1.744879
C: 1.977709 1.517129 3.195979
C: 0.980809 3.085529 1.538379
C: 2.787709 1.539029 0.828779
H: 1.039009 -2.847171 3.820779
H: -0.259891 -1.667971 3.860879
H: 1.423009 -1.134171 3.858479
H: 0.087609 -3.924471 1.752579
H: -0.258791 -2.951971 0.335679
H: -1.240891 -2.772071 1.803279
H: 2.441109 -3.168371 1.742079
H: 2.859609 -1.462671 1.834379
H: 2.173809 -2.142471 0.342679
H: -1.429491 0.744729 3.884979
H: -2.130291 -0.830371 3.456379
H: -3.161391 0.582329 3.624579
H: -1.801391 2.665529 2.255779
H: -3.386691 2.223529 1.640479
H: -2.032191 2.313729 0.528679
H: -2.742891 -1.352271 1.013979
H: -3.062591 0.045629 -0.027221
H: -4.013191 -0.191871 1.416279
H: 1.109809 1.509529 3.851779
H: 2.612509 2.350929 3.501079
H: 2.545809 0.601029 3.336379
H: 0.222909 3.301229 2.286679
H: 0.547809 3.190929 0.542379
H: 1.764209 3.838129 1.639979
H: 3.218509 0.539729 0.897679
H: 3.560709 2.259229 1.102079
H: 2.498209 1.727329 -0.207621

Atoms 1-6, force components in eV/Å:
Ru -0.65 -0.40 0.67
O 1.19 0.63 0.00
C -1.25 -1.95 0.05
N 0.17 2.03 -0.13
C 0.04 -2.46 0.26
C -0.02 0.35 -0.03

(2)
This record from the Open Molecules 2025 dataset describes a molecular structure, C30H40Cl2N4O4Ti. The level of theory is wB97M-V/def2-TZVPD.

## Properties
maximum force: 0.64 eV/Å
lowest unoccupied orbital energy: -5.949 eV
HOMO: -0.487 Eh
Kohn-Sham gap: 7.3142 eV
energy relative to the best compared isomer or geometry (same formula, charge and spin): 53.84 kJ/mol
2S+1: 1
total charge: +2

Element x y z (Å)
Ti: 0.063427 -0.604283 1.272841
N: 2.553946 1.731865 0.733874
C: 2.073514 2.787987 1.628885
C: 0.612490 2.627135 1.977962
N: 0.257977 1.315925 2.575778
C: 0.951064 1.066132 3.857890
C: 2.167775 0.212539 3.597018
N: 1.735564 -0.951774 2.797307
H: 2.014436 1.760535 -0.128787
H: 3.515419 1.948376 0.487574
H: 2.684092 2.776521 2.534440
H: 2.182088 3.793166 1.203396
H: 0.348724 3.420939 2.686566
H: -0.014783 2.770465 1.095929
H: -0.740586 1.373396 2.768481
H: 1.218716 2.004931 4.350477
H: 0.255110 0.538584 4.514261
H: 2.909322 0.747337 3.004189
H: 2.638158 -0.102860 4.531678
H: 2.529134 -1.385791 2.335135
H: 1.343938 -1.669543 3.405954
Cl: -6.358232 -4.138548 1.540294
C: -4.819061 -3.421559 1.252265
C: -4.273759 -3.493806 -0.049534
C: -3.053822 -2.944818 -0.345351
Cl: -2.415512 -3.039173 -1.942575
C: -2.314541 -2.277744 0.654235
O: -1.169227 -1.750667 0.374340
C: -2.861915 -2.222305 1.957125
C: -2.122444 -1.655797 2.999214
O: -0.957725 -1.166342 2.900637
C: -4.129058 -2.800179 2.248987
H: -4.834445 -3.993139 -0.828152
H: -2.559442 -1.650122 4.001972
H: -4.531510 -2.749976 3.250725
C: -3.328958 4.608327 -4.079549
C: -2.766304 3.670532 -3.055572
C: -3.201278 3.717691 -1.736518
C: -2.730852 2.839336 -0.772529
C: -3.278728 2.963776 0.623894
C: -1.751146 1.897560 -1.153012
C: -1.302615 1.820626 -2.482893
C: -0.315969 0.792298 -2.971703
C: -1.828694 2.705345 -3.409094
C: -1.169917 1.028227 -0.140792
O: 0.058237 0.565826 -0.281914
O: -1.719993 0.670295 0.923804
H: -3.517131 5.592385 -3.654134
H: -4.280631 4.226286 -4.452863
H: -2.660553 4.719164 -4.930803
H: -3.941064 4.454823 -1.452720
H: -3.992491 3.783608 0.658674
H: -2.490360 3.175002 1.350980
H: -3.775744 2.054149 0.952000
H: 0.710729 1.105782 -2.770068
H: -0.426588 0.678076 -4.048232
H: -0.469375 -0.182477 -2.503409
H: -1.503157 2.639684 -4.439542
C: 3.990480 -0.115355 -3.065800
N: 3.691467 -1.142848 -2.028572
C: 4.524501 -0.943472 -0.806444
C: 2.210548 -1.182887 -1.698069
C: 1.898392 -2.348429 -0.810528
C: 2.219506 -3.626364 -1.286898
C: 1.974401 -4.757957 -0.535146
C: 1.391172 -4.618289 0.720135
C: 1.069713 -3.355286 1.182759
C: 1.291873 -2.187157 0.435412
H: 5.037962 -0.195172 -3.344442
H: 3.792079 0.863046 -2.634468
H: 3.347284 -0.288618 -3.923317
H: 3.943715 -2.059171 -2.409281
H: 4.233350 0.006105 -0.364822
H: 5.570933 -0.935386 -1.099673
H: 4.321070 -1.761104 -0.121591
H: 1.700986 -1.227491 -2.661179
H: 1.986483 -0.227822 -1.225534
H: 2.637973 -3.752311 -2.282485
H: 2.214117 -5.735931 -0.925736
H: 1.176418 -5.489928 1.323408
H: 0.559324 -3.301883 2.143250

Atoms 1-6, force components in eV/Å:
Ti 0.42 -0.10 0.48
N 0.03 -0.05 -0.20
C 0.06 0.20 -0.01
C -0.18 0.04 0.08
N -0.19 -0.07 -0.02
C -0.10 0.01 0.08

(3)
This record from the Open Molecules 2025 dataset describes 5 unconnected molecules or ions with the total composition C30H40Cl8F7N3O2S. The level of theory is wB97M-V/def2-TZVPD.

## Properties
maximum force: 3.22 eV/Å
SMILES string: [H]/N=C/C[C@@]1(CCCCSc2nnco2)O[C@@H](CCC(F)(F)F)[C@H](CCCc2ccccc2)[C@@H]1C(F)(F)C(F)F.ClCCl.ClCCl.ClCCl.ClCCl
lowest unoccupied orbital energy: 0.225 eV
HOMO: -0.326 Eh
Kohn-Sham gap: 9.0862 eV
2S+1: 1

Element x y z (Å)
H: 3.970519 0.685693 3.374537
N: 4.218274 0.962439 2.412984
C: 3.626777 0.134643 1.642041
C: 3.702513 0.208633 0.069413
C: 2.177049 0.329796 -0.426288
C: 1.436934 -1.026523 -0.136149
C: 2.079715 -2.303078 -0.807874
C: 3.036092 -3.134681 0.123149
C: 2.314132 -3.852780 1.321946
S: 1.207415 -5.192920 0.653184
C: -0.442204 -4.634990 1.146164
N: -0.949451 -3.591210 0.465787
N: -2.182900 -3.357792 0.990694
C: -2.365419 -4.245542 1.979746
O: -1.283920 -5.114325 2.118641
O: 1.692684 1.363645 0.485577
C: 0.998233 2.472037 -0.146476
C: 1.562608 3.937153 0.073186
C: 3.134163 4.067896 0.058866
C: 3.762676 4.288507 1.491391
F: 4.068606 5.633676 1.664177
F: 4.993926 3.656014 1.487193
F: 2.980208 3.836992 2.506649
C: 0.687889 2.013266 -1.651971
C: -0.760198 1.405058 -1.560043
C: -1.834706 2.586688 -1.461337
C: -2.642672 2.558017 -0.108301
C: -3.903567 1.604784 -0.163544
C: -4.320730 1.046164 1.132718
C: -5.435302 0.122293 1.251176
C: -6.147259 -0.261187 0.030483
C: -5.748726 0.318202 -1.236093
C: -4.618766 1.259480 -1.380836
C: 1.933270 1.055714 -1.809806
C: 2.141259 0.275191 -3.138679
F: 2.102308 1.239663 -4.162604
F: 3.412142 -0.281814 -3.219711
C: 1.020863 -0.794216 -3.478980
F: 1.630873 -1.959234 -3.974570
F: 0.278329 -0.311192 -4.552792
H: 2.986161 -0.656943 2.128925
H: 4.224985 -0.670744 -0.375558
H: 4.192944 1.188220 -0.161605
H: 0.392083 -0.933838 -0.550031
H: 1.298308 -1.243547 0.956601
H: 2.636957 -2.099164 -1.757810
H: 1.223007 -2.983660 -1.084940
H: 3.473342 -3.954621 -0.521782
H: 3.911560 -2.571193 0.532715
H: 1.741460 -3.154408 1.978545
H: 3.118430 -4.363196 1.924201
H: -3.285362 -4.321212 2.603464
H: 0.059399 2.492075 0.480103
H: 1.076745 4.390994 0.990811
H: 1.180718 4.551342 -0.793844
H: 3.379133 5.014292 -0.502616
H: 3.665447 3.243558 -0.469912
H: 0.796541 2.815273 -2.419920
H: -1.009322 0.874824 -2.525863
H: -0.903267 0.663001 -0.736773
H: -2.501756 2.530709 -2.364296
H: -1.264434 3.556404 -1.516633
H: -2.019368 2.147297 0.738183
H: -2.937745 3.595305 0.225521
H: -3.771484 1.320291 2.068950
H: -5.699020 -0.254459 2.263038
H: -6.987567 -0.992952 0.095391
H: -6.294418 0.046305 -2.169989
H: -4.331246 1.681340 -2.365334
H: 2.795180 1.790605 -1.819318
H: 0.380005 -1.099584 -2.620303
Cl: -1.730206 6.192423 -1.463324
C: -1.657269 6.831406 0.182439
Cl: -0.021769 6.725378 0.845059
H: -1.962784 7.873887 0.167149
H: -2.330862 6.258171 0.813855
Cl: -5.109468 2.038877 5.155062
C: -4.279412 0.480600 5.100391
Cl: -5.370214 -0.812472 4.585703
H: -3.454542 0.545332 4.395601
H: -3.901280 0.247407 6.091795
Cl: 3.841638 -8.493872 3.642822
C: 3.291307 -8.367898 1.968259
Cl: 4.272654 -7.217629 1.053110
H: 3.365374 -9.344727 1.498490
H: 2.257978 -8.030301 1.961103
Cl: -2.320973 -4.453993 -3.640542
C: -1.976606 -2.888071 -4.384290
Cl: -2.672032 -1.561915 -3.442759
H: -0.899584 -2.754025 -4.440173
H: -2.403007 -2.871055 -5.383317

Atoms 1-6, force components in eV/Å:
H 0.29 0.39 -0.29
N -0.44 -0.95 -0.43
C 0.07 -0.23 -0.16
C -1.06 0.54 0.60
C 0.57 0.26 1.17
C -0.68 -0.18 -1.04